The ion C4H7N2O2 with charge +1, computed with the ωB97M-V functional and the def2-TZVPD basis.

## Properties
charge	+1
HOMO level	-15.0	eV
SMILES string	[H]/N=C(C)/[NH+]=C1/O[C@@H]1O
gap between HOMO and LUMO	10.997	eV
lowest unoccupied orbital energy	-4.03	eV
energy above the lowest of the compared OMol25 structures with the same formula, charge and spin	67.81	kcal per mole
calculated total energy	-416.25168	hartree

```
15
C4H7N2O2 the ωB97M-V functional and the def2-TZVPD basis
O -0.390 -2.155 -1.478
O 1.764 -1.960 -0.293
N -0.959 -0.267 -0.071
N -0.228 1.753 -0.853
C -0.476 1.076 0.188
C 1.033 -1.461 -1.293
C -0.310 -1.026 -0.852
C -0.570 1.324 1.743
H 2.478 -2.569 -0.613
H -1.275 2.139 1.754
H 0.324 1.584 2.172
H -1.960 -0.287 0.375
H 1.550 -1.440 -2.249
H -0.958 0.529 2.269
H -0.022 2.761 -0.799
```